{"formula": "C67H55GeN6OsP", "method": "the ωB97M-V functional and the def2-TZVPD basis", "orbital_gap_ev": [6.39, 6.26], "total_energy_ev": -147570.758, "charge": 2, "de_lowest_kcal_mol": 54.5, "spin_multiplicity": 1, "lumo_ev": [-6.1184, -6.2480], "elements": ["Os", "C", "N", "C", "N", "C", "C", "C", "C", "C", "C", "C", "C", "C", "C", "C", "C", "C", "C", "P", "C", "N", "C", "C", "N", "C", "C", "C", "C", "C", "C", "C", "C", "C", "C", "C", "C", "C", "C", "N", "C", "C", "N", "C", "C", "C", "C", "C", "C", "C", "C", "C", "C", "C", "C", "C", "H", "H", "H", "H", "H", "H", "H", "H", "H", "H", "H", "H", "H", "H", "H", "H", "H", "H", "H", "H", "H", "H", "H", "H", "H", "H", "H", "H", "H", "H", "H", "H", "H", "H", "H", "H", "H", "H", "H", "C", "Ge", "C", "C", "C", "C", "C", "C", "C", "C", "C", "C", "C", "C", "C", "C", "C", "C", "C", "C", "H", "H", "H", "H", "H", "H", "H", "H", "H", "H", "H", "H", "H", "H", "H", "H"], "xyz": [[0.036979, 0.578634, 0.799910], [-2.470721, 1.061534, -3.962390], [-2.427521, 0.720734, -2.564290], [-1.366121, 0.966434, -1.761690], [-1.621321, 0.498134, -0.534790], [-2.870021, -0.060266, -0.547790], [-3.386821, 0.075834, -1.834390], [-4.670021, -0.332866, -2.404190], [-5.157421, -1.624266, -2.199190], [-6.375721, -1.995566, -2.733090], [-7.111521, -1.099766, -3.493890], [-6.637221, 0.185734, -3.697990], [-5.428921, 0.572334, -3.146190], [-3.526521, -0.541766, 0.664710], [-2.782521, -0.882766, 1.795010], [-3.409921, -1.267866, 2.964910], [-4.794421, -1.314066, 3.030110], [-5.544921, -0.974566, 1.915910], [-4.920521, -0.585766, 0.746410], [-0.044821, 2.150834, -2.284190], [1.461279, 1.226734, -1.797390], [1.849679, 1.006634, -0.544890], [3.084479, 0.429834, -0.584790], [3.459679, 0.321734, -1.917990], [2.434079, 0.842434, -2.654490], [2.350679, 0.913234, -4.088690], [4.654479, -0.247066, -2.553190], [5.695079, 0.578834, -2.968190], [6.827079, 0.029634, -3.544490], [6.917879, -1.341666, -3.723290], [5.871579, -2.163866, -3.333290], [4.740779, -1.624166, -2.747390], [3.766479, 0.031634, 0.640610], [5.020379, -0.578366, 0.614810], [5.639779, -0.967866, 1.787810], [5.025679, -0.754266, 3.010810], [3.777179, -0.150466, 3.051310], [3.158479, 0.246134, 1.881610], [-0.080521, 3.188634, -0.773790], [-0.074921, 2.765434, 0.488510], [-0.065821, 3.872434, 1.285110], [-0.080221, 5.000534, 0.472210], [-0.087121, 4.541734, -0.813490], [-0.098221, 5.359634, -1.995390], [-0.137921, 6.432434, 0.776410], [-1.186321, 6.944834, 1.540110], [-1.265921, 8.303634, 1.785810], [-0.302321, 9.161734, 1.276610], [0.748579, 8.657334, 0.526810], [0.832279, 7.299034, 0.276110], [-0.001421, 3.780734, 2.735410], [-0.338221, 2.595834, 3.392610], [-0.298421, 2.525034, 4.771410], [0.089979, 3.629734, 5.514910], [0.465679, 4.797634, 4.870310], [0.423979, 4.873934, 3.492310], [-1.515221, 0.812634, -4.428590], [-2.665621, 2.129634, -4.088590], [-3.258021, 0.498234, -4.460090], [-4.582921, -2.318866, -1.608090], [-6.757721, -2.987166, -2.551590], [-8.057821, -1.398566, -3.914490], [-7.212021, 0.891534, -4.277590], [-5.086221, 1.590934, -3.252190], [-1.685421, -0.836066, 1.761610], [-2.819121, -1.523666, 3.831810], [-5.285921, -1.596666, 3.948410], [-6.623221, -0.993466, 1.961810], [-5.514821, -0.289766, -0.101690], [3.202979, 0.395034, -4.524090], [2.351379, 1.952534, -4.423890], [1.431479, 0.431934, -4.426590], [5.616579, 1.645834, -2.820790], [7.637779, 0.672634, -3.851590], [7.800979, -1.767566, -4.173690], [5.937079, -3.230466, -3.484690], [3.928079, -2.263566, -2.430090], [5.511879, -0.743066, -0.327990], [6.611979, -1.432966, 1.749210], [5.519179, -1.045266, 3.925910], [3.295479, 0.023334, 4.001710], [2.176079, 0.751634, 1.935510], [-0.700221, 6.251034, -1.818690], [-0.515221, 4.790734, -2.825890], [0.916079, 5.667634, -2.252190], [-1.936221, 6.274234, 1.933110], [-2.082521, 8.694434, 2.374310], [-0.370321, 10.222434, 1.464810], [1.504779, 9.320834, 0.134110], [1.664179, 6.903334, -0.288790], [-0.670421, 1.712334, 2.814810], [-0.581121, 1.612334, 5.271510], [0.103979, 3.576134, 6.591910], [0.791779, 5.653134, 5.441110], [0.730779, 5.776034, 2.987910], [0.630179, -1.347566, 0.677310], [-0.087121, -3.168666, 0.782810], [0.045879, -3.818466, 2.666810], [-0.745621, -4.843166, 3.157110], [-0.547521, -5.316266, 4.443710], [0.470979, -4.799666, 5.225210], [1.277179, -3.789366, 4.727010], [1.062279, -3.294866, 3.453610], [-1.757621, -3.582966, -0.208890], [-2.877921, -4.173366, 0.359610], [-3.861021, -4.727266, -0.443990], [-3.753621, -4.661966, -1.823490], [-2.690321, -3.981466, -2.397990], [-1.700421, -3.448766, -1.593490], [1.374879, -4.172766, -0.175890], [2.697279, -3.927366, 0.162410], [3.725679, -4.472866, -0.588190], [3.434379, -5.283066, -1.674090], [2.116079, -5.565766, -1.986190], [1.087679, -5.019566, -1.234090], [1.601379, -1.477266, 0.184510], [-1.513521, -5.288866, 2.543210], [-1.179021, -6.103066, 4.825010], [0.647779, -5.196766, 6.213810], [2.079479, -3.390466, 5.328210], [1.679179, -2.491966, 3.069710], [-2.983221, -4.215966, 1.433910], [-4.705621, -5.223766, 0.010210], [-4.494721, -5.131166, -2.451290], [-2.626321, -3.883266, -3.471290], [-0.851521, -2.941066, -2.039690], [2.939879, -3.302966, 1.012410], [4.750179, -4.262366, -0.318090], [4.233179, -5.711266, -2.263290], [1.876579, -6.213866, -2.816290], [0.064879, -5.254266, -1.491790]], "forces_ev_per_a": [[2.35, -2.17, -1.41], [0.00, 0.21, -0.82], [0.39, -0.08, 0.74], [0.04, 0.43, -0.27], [1.56, 0.18, -0.27], [-0.27, 0.08, -0.23], [0.18, -0.12, 0.59], [-0.28, -0.12, -0.22], [0.15, 0.24, -0.05], [-0.01, -0.04, 0.00], [0.03, 0.05, 0.02], [-0.05, 0.03, -0.04], [0.08, -0.06, 0.19], [-0.09, -0.03, 0.32], [0.07, 0.32, -0.25], [0.10, 0.01, 0.20], [0.05, -0.06, -0.04], [0.01, -0.01, 0.05], [0.22, 0.05, -0.01], [-0.07, -0.56, 0.87], [-0.01, 0.42, -0.29], [-2.09, -0.60, 0.33], [0.18, -0.18, -0.39], [0.15, -0.07, 0.61], [-0.59, 0.15, 0.88], [-0.07, 0.11, -0.78], [0.20, -0.08, -0.15], [-0.11, -0.04, 0.11], [0.05, 0.03, -0.04], [-0.02, 0.02, -0.01], [0.03, -0.09, -0.02], [-0.07, 0.14, 0.02], [0.11, -0.08, 0.35], [-0.13, 0.06, -0.03], [0.02, 0.02, 0.09], [-0.06, 0.00, -0.06], [-0.10, 0.06, 0.18], [-0.26, 0.01, -0.26], [-0.13, -0.06, -0.45], [-0.56, -0.11, -0.45], [0.03, 0.45, -0.36], [0.01, -0.37, 0.46], [-0.03, -0.70, 0.43], [0.04, 0.41, -0.63], [-0.06, 0.32, 0.00], [0.05, -0.06, -0.16], [-0.01, 0.01, 0.05], [0.01, -0.01, -0.01], [0.03, 0.07, -0.03], [-0.06, -0.11, 0.12], [0.05, -0.09, 0.38], [-0.07, -0.11, -0.36], [0.02, -0.08, 0.13], [0.01, -0.05, -0.02], [-0.03, -0.02, 0.06], [0.00, -0.19, -0.14], [-0.14, 0.05, 0.04], [-0.01, -0.13, -0.05], [0.09, 0.01, 0.12], [0.03, -0.04, 0.05], [-0.03, -0.16, 0.00], [-0.12, -0.04, -0.06], [-0.07, 0.06, -0.03], [0.00, 0.13, -0.09], [-0.03, -0.14, 0.04], [0.07, -0.03, 0.07], [-0.01, -0.06, 0.07], [-0.08, 0.01, 0.01], [-0.08, 0.03, 0.02], [-0.06, 0.04, 0.06], [0.05, -0.10, 0.02], [0.11, 0.00, -0.02], [0.04, 0.13, 0.03], [0.06, 0.04, -0.03], [0.08, -0.05, -0.03], [0.01, -0.10, -0.01], [-0.04, -0.08, 0.05], [0.11, -0.05, -0.09], [0.11, -0.05, -0.03], [0.00, -0.03, 0.06], [-0.07, 0.04, 0.08], [0.33, 0.01, 0.12], [0.03, -0.12, -0.03], [0.00, 0.10, 0.07], [-0.08, 0.02, -0.04], [-0.08, -0.06, 0.04], [-0.05, 0.03, 0.03], [0.00, 0.08, 0.02], [0.04, 0.05, 0.00], [0.09, 0.00, -0.06], [-0.02, 0.43, 0.32], [-0.03, -0.12, 0.06], [0.02, -0.02, 0.11], [0.03, 0.07, 0.07], [0.04, 0.08, 0.07], [-1.59, 2.64, -0.47], [0.27, -1.85, 0.43], [-0.27, 0.66, -1.12], [-0.16, -0.05, 0.05], [0.00, -0.13, -0.01], [0.04, -0.02, 0.06], [0.15, 0.04, 0.10], [-0.11, 0.14, 0.04], [0.60, 0.55, 0.37], [0.11, 0.00, 0.20], [-0.15, -0.06, -0.03], [0.10, -0.05, 0.01], [-0.05, -0.05, -0.13], [0.13, 0.17, 0.00], [-1.10, 0.69, 0.33], [0.11, 0.10, -0.10], [0.10, 0.01, 0.13], [0.10, -0.06, -0.05], [-0.06, -0.16, -0.08], [0.11, -0.06, -0.16], [0.20, 0.23, 0.35], [-0.07, -0.06, -0.03], [-0.05, -0.12, 0.06], [-0.02, 0.02, 0.08], [0.09, 0.04, 0.10], [0.16, 0.07, 0.05], [-0.02, -0.06, 0.08], [-0.08, -0.04, 0.04], [-0.13, -0.02, -0.06], [0.01, -0.02, -0.12], [0.02, -0.09, -0.12], [0.07, 0.13, 0.11], [0.13, -0.03, 0.01], [0.05, -0.02, -0.03], [0.04, -0.08, -0.07], [-0.04, -0.01, -0.03]]}